(w)
Molecular formula: CH17O11Sn
Method: DFT, ωB97M-V/def2-TZVPD

Atoms and positions in Å:
Sn  -0.14  0.11  -0.14
C  2.16  -1.43  1.16
O  1.22  -2.00  0.59
O  3.37  -1.87  1.32
O  1.90  -0.27  1.41
H  3.67  -2.68  0.95
O  1.65  -0.54  -1.94
H  1.81  -1.33  -2.47
H  1.88  0.16  -2.58
O  -2.79  0.04  -0.02
H  -3.11  0.67  0.60
H  -3.26  -0.76  0.19
O  -0.90  0.96  -2.61
H  -0.45  1.81  -2.63
H  -0.60  0.58  -3.48
O  1.71  1.85  -0.34
H  1.60  2.55  0.32
H  2.59  1.53  -0.36
O  -1.20  2.55  -0.13
H  -1.55  3.11  0.54
H  -1.50  2.83  -0.99
O  -1.08  -1.97  -1.39
H  -0.76  -2.30  -2.24
H  -1.56  -2.65  -0.93
O  -0.43  1.27  2.32
H  -0.50  2.08  2.76
H  -0.13  0.67  3.02
O  -1.28  -1.49  2.03
H  -1.45  -1.15  2.96
H  -0.87  -2.34  2.05

As for the LUMO energy: -2.9 eV. The net charge is +1. The gap between HOMO and LUMO comes out at 8.213 eV.

(x)
Molecular formula: CH17O11Sn
Method: DFT, ωB97M-V/def2-TZVPD

Atoms and positions in Å:
Sn  -0.16  0.21  0.09
C  -0.57  -2.77  -1.84
O  -0.77  -4.00  -1.89
O  -0.07  -1.99  -2.83
O  -1.08  -2.03  -0.96
H  -0.03  -2.36  -3.64
O  -0.70  0.84  -2.35
H  0.00  0.44  -2.91
H  -1.17  1.49  -2.92
O  2.25  0.45  -1.05
H  2.91  1.12  -0.94
H  2.77  -0.25  -1.43
O  -1.23  2.06  1.66
H  -0.92  2.53  2.42
H  -2.11  2.39  1.60
O  1.66  -1.72  0.95
H  2.39  -1.80  0.30
H  2.03  -2.27  1.63
O  -1.24  -1.11  2.06
H  -1.19  -0.69  2.92
H  -1.09  -2.06  2.16
O  -2.79  0.06  -0.06
H  -3.43  -0.21  -0.72
H  -3.25  -0.10  0.81
O  0.84  2.71  -0.17
H  0.25  3.23  0.34
H  1.68  2.84  0.19
O  1.34  1.00  1.98
H  2.21  1.48  1.79
H  1.48  0.51  2.83

As for the LUMO energy: -3.5 eV. The net charge is +1. The gap between HOMO and LUMO comes out at 6.914 eV.

Which of them is the most stable? Correct choice: (w).

(w)
Molecular formula: C4H13N4O
Method: DFT, ωB97M-V/def2-TZVPD

Atoms and positions in Å:
C  0.34  0.37  -2.16
C  0.72  2.22  -0.56
N  -0.10  1.72  0.33
N  1.03  1.60  -1.67
N  1.42  3.32  -0.24
H  -0.56  0.84  0.07
H  -0.58  2.10  1.12
H  1.42  2.15  -2.40
H  2.32  3.60  -0.61
H  1.14  3.96  0.48
H  0.74  -0.44  -1.59
H  0.70  0.24  -3.15
H  -0.74  0.43  -2.09
C  -1.76  -2.88  1.94
C  -0.87  -1.94  1.21
O  -1.12  -0.74  1.10
N  0.36  -2.38  0.82
H  -1.50  -3.92  1.76
H  -2.78  -2.70  1.61
H  0.98  -1.65  0.52
H  0.58  -3.31  0.51
H  -1.75  -2.59  2.99

As for the LUMO energy: -2.7 eV. The net charge is +1. The gap between HOMO and LUMO comes out at 10.635 eV.

(x)
Molecular formula: C4H13N4O
Method: DFT, ωB97M-V/def2-TZVPD

Atoms and positions in Å:
C  -0.07  -0.14  -4.00
C  -0.21  0.37  -2.58
O  0.14  -0.34  -1.64
N  -0.53  1.69  -2.35
H  -0.62  -1.23  -4.09
H  0.92  -0.53  -4.37
H  -0.11  2.16  -1.47
H  -0.63  2.27  -3.00
H  -0.20  0.60  -4.71
C  -0.16  1.35  1.69
C  0.19  -0.95  2.26
N  -0.17  -2.21  2.08
N  0.28  -0.01  1.24
N  0.71  -0.70  3.53
H  -0.31  -2.63  1.12
H  -0.28  -2.83  2.89
H  -0.06  -0.27  0.16
H  1.17  0.05  3.83
H  0.93  -1.59  4.13
H  -0.94  1.43  2.54
H  -0.77  1.61  0.93
H  0.71  1.89  1.82

As for the LUMO energy: -2.8 eV. The net charge is +1. The gap between HOMO and LUMO comes out at 10.750 eV.

Which of them is the most stable? Correct choice: (w).

(w)
Molecular formula: C15H26N4O10PPtS2
Method: DFT, ωB97M-V/def2-TZVPD

Atoms and positions in Å:
Pt  -0.92  0.08  -0.08
O  -2.51  -2.22  2.76
S  -1.92  -1.09  2.10
O  -0.71  -1.52  1.25
O  -2.81  -0.47  1.06
O  -1.46  -0.05  3.06
C  1.96  3.15  -1.37
C  0.85  2.57  -2.22
O  -0.42  2.94  -1.65
P  -1.51  1.90  -1.12
O  -2.47  1.63  -2.34
C  -3.18  2.66  -3.03
C  -2.45  3.05  -4.30
O  -2.39  2.88  -0.21
C  -2.21  2.94  1.22
C  -1.00  3.76  1.60
H  2.92  2.95  -1.84
H  1.96  2.70  -0.38
H  1.84  4.23  -1.27
H  0.92  1.49  -2.31
H  0.87  3.00  -3.22
H  -3.34  3.52  -2.38
H  -4.16  2.23  -3.27
H  -1.48  3.48  -4.06
H  -3.03  3.78  -4.86
H  -2.29  2.17  -4.92
H  -2.14  1.93  1.63
H  -3.13  3.39  1.59
H  -0.09  3.33  1.18
H  -0.89  3.77  2.68
H  -1.09  4.79  1.24
C  2.15  -5.21  1.61
C  1.57  -4.38  0.50
C  0.31  -4.66  -0.02
C  -0.26  -3.86  -0.99
C  0.43  -2.75  -1.46
C  1.69  -2.46  -0.97
C  2.26  -3.28  0.00
S  -0.36  -1.65  -2.63
O  0.47  -0.45  -2.61
O  -0.42  -2.33  -3.90
O  -1.69  -1.41  -2.02
H  1.83  -6.25  1.54
H  1.82  -4.84  2.58
H  3.24  -5.19  1.60
H  -0.24  -5.51  0.37
H  -1.26  -4.05  -1.35
H  2.21  -1.58  -1.33
H  3.24  -3.03  0.40
N  3.19  -1.20  4.09
C  2.18  -0.64  3.37
N  0.99  -0.53  3.93
N  2.53  -0.19  2.17
C  1.62  0.30  1.39
N  0.88  0.76  0.62
H  2.95  -1.84  4.83
H  4.00  -1.45  3.54
H  0.82  -1.03  4.78
H  0.11  -0.24  3.43

As for the LUMO energy: 2.3 eV. The net charge is -1. The gap between HOMO and LUMO comes out at 7.624 eV.

(x)
Molecular formula: C15H26N4O10PPtS2
Method: DFT, ωB97M-V/def2-TZVPD

Atoms and positions in Å:
Pt  0.40  0.73  0.59
O  2.19  -2.34  2.39
S  1.66  -1.03  2.17
O  2.10  -0.48  0.80
O  0.15  -1.00  2.05
O  2.10  -0.05  3.19
C  -0.13  5.26  -0.11
C  -0.88  4.04  -0.61
O  -1.55  3.40  0.50
P  -1.45  1.85  0.86
O  -2.68  1.16  0.15
C  -4.03  1.62  0.31
C  -4.44  2.47  -0.87
O  -1.92  1.90  2.38
C  -0.97  1.81  3.47
C  -0.20  3.10  3.65
H  0.30  5.79  -0.96
H  0.67  4.96  0.56
H  -0.80  5.94  0.42
H  -0.23  3.33  -1.12
H  -1.67  4.35  -1.30
H  -4.14  2.16  1.25
H  -4.64  0.72  0.37
H  -3.85  3.38  -0.91
H  -5.50  2.75  -0.79
H  -4.30  1.92  -1.80
H  -0.29  0.97  3.29
H  -1.58  1.58  4.34
H  0.38  3.33  2.75
H  0.51  2.98  4.47
H  -0.86  3.93  3.86
C  5.84  -1.38  -1.80
C  4.39  -1.07  -2.06
C  3.43  -2.07  -1.99
C  2.08  -1.77  -2.15
C  1.68  -0.47  -2.38
C  2.63  0.54  -2.46
C  3.98  0.24  -2.30
S  -0.06  -0.08  -2.45
O  -0.11  1.38  -2.37
O  -0.56  -0.63  -3.69
O  -0.61  -0.74  -1.26
H  6.10  -2.38  -2.15
H  6.06  -1.34  -0.73
H  6.50  -0.67  -2.31
H  3.73  -3.09  -1.78
H  1.33  -2.55  -2.05
H  2.30  1.56  -2.62
H  4.71  1.03  -2.35
N  6.21  1.89  1.29
C  4.86  1.77  1.44
N  4.39  1.01  2.41
N  4.14  2.49  0.59
C  2.85  2.38  0.63
N  1.68  2.33  0.61
H  6.80  1.16  1.65
H  6.50  2.29  0.41
H  5.04  0.42  2.92
H  3.39  0.73  2.54

As for the LUMO energy: 2.3 eV. The net charge is -1. The gap between HOMO and LUMO comes out at 7.714 eV.

Which of them is the most stable? Correct choice: (x).

(w)
Molecular formula: C4H12N2O
Method: DFT, ωB97M-V/def2-TZVPD

Atoms and positions in Å:
C  0.00  -0.66  0.03
C  0.18  -1.98  0.37
C  0.64  1.49  0.80
C  0.83  0.45  -0.33
N  -3.67  0.39  -0.13
N  2.33  0.08  -0.99
O  -2.47  0.52  -0.35
H  1.22  -2.52  0.46
H  0.07  -1.98  1.44
H  -0.74  -2.61  0.06
H  0.63  2.47  0.48
H  1.32  1.56  1.65
H  -0.21  1.32  1.41
H  0.50  0.73  -1.33
H  -4.18  0.02  -0.93
H  -4.24  0.61  0.73
H  2.73  0.97  -1.32
H  2.16  -0.53  -1.76
H  2.91  -0.35  -0.28

As for the LUMO energy (alpha / beta): -10.9 / -9.1 eV. The net charge is +2. The gap between HOMO and LUMO (alpha / beta) comes out at 5.285 / 8.698 eV.

(x)
Molecular formula: C4H12N2O
Method: DFT, ωB97M-V/def2-TZVPD

Atoms and positions in Å:
N  -1.96  0.89  1.58
C  -1.43  0.01  0.46
C  -0.14  0.57  -0.18
C  0.69  -0.55  -0.80
N  1.84  0.07  -1.60
C  1.32  -1.48  0.24
O  0.96  -1.49  1.38
H  -2.82  1.41  1.34
H  -1.31  1.61  1.91
H  -2.19  0.32  2.40
H  -1.24  -0.97  0.90
H  -2.26  -0.10  -0.22
H  -0.46  1.20  -1.01
H  0.42  1.12  0.58
H  0.12  -1.12  -1.54
H  1.52  0.83  -2.21
H  2.30  -0.64  -2.17
H  2.53  0.48  -0.96
H  2.10  -2.18  -0.11

As for the LUMO energy: -7.6 eV. The net charge is +2. The SMILES is [NH3+]CC[C@@H]([NH3+])C=O. The gap between HOMO and LUMO comes out at 10.942 eV.

(y)
Molecular formula: C4H12N2O
Method: DFT, ωB97M-V/def2-TZVPD

Atoms and positions in Å:
C  0.40  -1.28  -2.90
C  0.02  2.42  3.14
C  -0.50  -0.30  0.69
C  0.27  -0.41  -0.66
N  0.01  0.84  1.35
N  -0.17  -1.52  -1.49
O  -0.52  1.19  2.39
H  1.46  -1.30  -2.93
H  0.26  -2.07  -3.69
H  0.04  -0.24  -3.29
H  -0.86  2.94  3.41
H  0.33  2.00  4.18
H  0.67  2.93  2.47
H  -0.53  -1.16  1.37
H  -1.54  -0.24  0.45
H  0.18  0.48  -1.22
H  1.27  -0.40  -0.38
H  -1.19  -1.57  -1.52
H  0.38  -2.31  -1.37

As for the LUMO energy: -10.8 eV. The net charge is +2. The gap between HOMO and LUMO comes out at 9.986 eV.

Which of them is the most stable? Correct choice: (x).